1.
C18H20ClFIrO2S8 | the ωB97M-V functional and the def2-TZVPD basis

```
51
Properties=species:S:1:pos:R:3:nbo_charge:R:1
Ir 0.85748 -1.17714 0.40095 0.34
C 0.83868 1.24699 2.91853 -0.56
C -0.06352 0.11656 3.34406 -0.55
S 0.53253 -1.45924 2.63592 0.37
C 2.08698 -1.79858 3.58765 -0.56
C 3.14526 -2.27291 2.61610 -0.54
S 2.99498 -1.31596 1.04716 0.49
C 3.79864 0.23250 1.65352 -0.56
C 3.03512 1.42442 1.14695 -0.54
S 1.22012 1.06246 1.13734 0.35
H 1.78017 1.30760 3.50040 0.22
H 0.38201 2.25670 2.94357 0.26
H -1.09335 0.21148 2.93808 0.27
H -0.11126 -0.04547 4.42798 0.25
H 1.79041 -2.56335 4.31740 0.25
H 2.42375 -0.88878 4.13320 0.22
H 3.03297 -3.31662 2.30137 0.26
H 4.17677 -2.12386 2.91139 0.24
H 4.78821 0.11190 1.23822 0.25
H 3.85552 0.20532 2.75745 0.22
H 3.22458 1.68542 0.08822 0.26
H 3.12944 2.31376 1.78363 0.24
S 1.23999 -4.28642 -6.36450 0.15
C 1.28313 -3.60292 -4.85080 -0.83
S 1.53843 -1.86417 -4.54391 0.51
C 1.45683 -1.89622 -2.76945 -0.45
C 1.23100 -3.13465 -2.22845 -0.36
S 1.04758 -3.18380 -0.45227 -0.05
S 1.10798 -4.52270 -3.35496 0.46
S 1.47920 -0.50409 -1.66154 0.05
F -4.64935 5.35948 -2.68839 -0.34
C -3.88330 4.32807 -2.17844 0.39
C -4.47277 3.56014 -1.15858 -0.29
C -3.68635 2.56753 -0.62581 -0.15
C -2.36656 2.30214 -1.11803 -0.13
C -1.62861 1.28648 -0.58050 -0.32
C -1.84221 3.12619 -2.16572 -0.17
C -2.56598 4.18024 -2.65845 -0.28
H -5.49058 3.72845 -0.79770 0.24
H -4.03222 1.92236 0.16977 0.21
H -0.71566 0.96194 -1.04962 0.18
H -1.94967 0.73677 0.28852 0.19
H -0.87555 2.86881 -2.55585 0.21
H -2.14574 4.83048 -3.40631 0.23
Cl -3.25455 -0.84019 -2.37579 -0.05
C -2.26672 -2.16295 -1.63696 -0.46
C -2.12682 -1.98591 -0.13517 0.77
O -3.02764 -2.30498 0.65005 -0.61
O -1.05509 -1.45580 0.39917 -0.79
H -1.30400 -2.18041 -2.14656 0.22
H -2.87028 -3.04703 -1.83284 0.25
```

Results
**Frontier orbital gap (spin up / spin down)**: 4.8 / 4.9 eV
**Strongest force on any atom**: 0.100 hartree/bohr
**Highest occupied orbital energy (spin up / spin down)**: -5.3 / -7.9 eV
**ΔE to the lowest compared entry with this formula, charge and spin**: 85.0 kJ/mol
**Spin multiplicity**: 6
**E_LUMO (spin up / spin down)**: -0.51 / -3.04 eV

2.
C9H5BCl3F11N2OPtS2 | the ωB97M-V functional and the def2-TZVPD basis

```
35
Properties=species:S:1:pos:R:3:nbo_charge:R:1
Pt 0.56755 0.37085 0.51151 0.54
F -2.50122 -3.03549 2.33943 -0.30
C -1.64585 -3.40864 1.39871 0.96
F -2.25596 -4.33015 0.64526 -0.32
F -0.62151 -4.00749 2.01184 -0.32
C -1.14009 -2.19672 0.55843 0.02
O -0.78812 -1.19876 1.35537 -0.84
C -2.28430 -1.73861 -0.39908 0.95
F -2.49561 -2.53918 -1.44366 -0.32
F -1.98685 -0.52112 -0.89332 -0.33
F -3.44002 -1.61109 0.24616 -0.31
C 0.07113 -2.71270 -0.30258 0.95
F 0.10618 -4.03056 -0.47751 -0.31
F 0.09776 -2.15857 -1.51951 -0.32
F 1.22169 -2.36032 0.29420 -0.32
S 0.13491 2.75021 1.24736 -0.08
C -0.09616 3.52356 -0.21924 -0.04
N -0.94278 3.10372 -1.15715 -0.54
C -1.10856 3.93754 -2.32660 -0.23
C 0.13462 4.81497 -2.40685 -0.52
S 0.71743 4.99208 -0.67453 0.36
H -1.36925 2.18634 -1.09848 0.45
H -2.01008 4.55025 -2.20137 0.21
H -1.22039 3.31776 -3.21720 0.24
H -0.06215 5.80360 -2.81093 0.24
H 0.93725 4.33721 -2.96886 0.23
Cl 4.58355 -1.91000 2.22897 0.08
C 3.19353 -1.83290 3.34871 -0.20
Cl 2.29522 -3.37657 3.31972 0.10
Cl 3.76105 -1.48300 5.00299 0.08
C 2.35104 -0.76879 2.88362 0.28
N 1.73260 0.11173 2.48260 -0.35
F 2.36394 -0.00271 -1.85380 -0.51
B 1.19278 0.46754 -1.42807 1.04
F 0.50670 0.95601 -2.47616 -0.53
```

Results
**Frontier orbital gap (spin up / spin down)**: 6.9 / 6.9 eV
**Strongest force on any atom**: 0.027 hartree/bohr
**Highest occupied orbital energy (spin up / spin down)**: -8.5 / -8.5 eV
**ΔE to the lowest compared entry with this formula, charge and spin**: 264.4 kJ/mol
**E_LUMO (spin up / spin down)**: -1.57 / -1.57 eV

3.
C9H21F2NO15P2PtS2 | the ωB97M-V functional and the def2-TZVPD basis

```
53
Properties=species:S:1:pos:R:3:nbo_charge:R:1
Pt 1.71031 0.45343 1.25485 1.22
N 2.71147 2.00366 0.13056 -1.21
S 2.35467 2.66231 -1.27035 2.50
O 3.32511 2.51703 -2.30027 -0.95
O 1.66866 3.91025 -1.22539 -0.94
F 1.23021 1.61264 -1.73412 -0.53
S 4.19447 2.69309 0.46073 2.50
O 4.17498 4.11442 0.52095 -0.93
O 5.28735 2.04407 -0.17518 -0.92
F 4.26086 2.20584 1.92460 -0.45
P 2.29614 -0.78467 3.57334 2.45
O 1.39586 -2.01668 3.55673 -1.26
O 1.46635 0.58124 3.32437 -1.13
O 3.19990 -0.69654 2.25221 -1.16
O 3.19795 -0.76120 4.78673 -1.22
C 2.94616 -0.95819 -2.85612 -0.26
O 2.87089 -2.19621 -2.15060 -0.51
C 2.18418 -2.15357 -1.00622 1.00
O 1.75309 -1.16141 -0.47598 -0.67
O 2.06041 -3.37098 -0.50624 -0.51
C 1.45811 -3.37331 0.82462 -0.29
H 1.96482 -0.64137 -3.20831 0.18
H 3.69327 -1.07663 -3.63358 0.18
H 3.30322 -0.15198 -2.21187 0.23
H 0.52248 -2.82114 0.80127 0.20
H 2.10036 -2.91748 1.58114 0.29
H 1.27966 -4.41485 1.08245 0.17
C -2.40333 -3.40784 -0.75821 -0.63
C -2.91444 -2.05487 -0.32971 -0.06
O -1.79908 -1.34079 0.24075 -0.81
P -1.80153 0.22294 0.40727 2.63
O -0.48856 0.75200 0.71088 -1.10
O -2.51083 0.80682 -0.88339 -0.85
C -1.85842 0.81599 -2.17071 -0.06
C -1.54979 2.23590 -2.59174 -0.63
O -2.90039 0.43938 1.50673 -0.82
C -3.30513 1.78286 1.86879 -0.07
C -4.54447 1.66814 2.72734 -0.63
H -3.24437 -4.10904 -0.78976 0.20
H -1.90978 -3.39754 -1.72781 0.21
H -1.73709 -3.82193 -0.00238 0.24
H -3.37245 -1.49207 -1.14204 0.18
H -3.62538 -2.17383 0.49108 0.18
H -0.95073 0.20894 -2.16693 0.21
H -2.59821 0.36382 -2.83495 0.16
H -0.94575 2.21152 -3.49881 0.22
H -2.47383 2.79315 -2.76185 0.19
H -0.99326 2.76241 -1.81958 0.25
H -2.50650 2.21050 2.47619 0.21
H -3.43644 2.34156 0.94455 0.19
H -4.62189 2.44224 3.48806 0.21
H -5.45887 1.75672 2.12338 0.19
H -4.66040 0.68124 3.17255 0.23
```

Results
**Frontier orbital gap (spin up / spin down)**: 4.2 / 4.4 eV
**Strongest force on any atom**: 0.051 hartree/bohr
**Highest occupied orbital energy (spin up / spin down)**: -0.3 / -0.4 eV
**Charge**: -2
**Spin multiplicity**: 3
**E_LUMO (spin up / spin down)**: 3.93 / 3.93 eV

4.
C38H40CaCl2N7O2S | the ωB97M-V functional and the def2-TZVPD basis

```
91
Properties=species:S:1:pos:R:3:mulliken_charge:R:1
Ca -0.19705 1.55855 -1.56395 1.43
C -1.47517 3.95184 -3.28763 -0.66
C -0.20416 4.54183 -2.64411 -0.99
N 0.04944 4.01341 -1.27883 -0.21
C -0.70982 4.48103 -0.07475 -1.19
C -2.16131 4.04274 -0.03726 0.67
C -3.23458 4.73996 0.50204 -1.26
C -4.43584 3.99883 0.68225 -0.52
C -4.58797 2.69273 0.16646 -0.93
C -3.39370 2.09072 -0.33854 0.62
C -3.40596 0.63660 -0.67482 0.18
N -2.37522 0.25268 -1.63197 0.42
C -2.54535 0.43164 -3.15386 -0.72
C -2.64325 1.83471 -3.69896 -0.66
N -1.35826 2.50983 -3.52494 -0.21
N -2.26323 2.75857 -0.35849 0.73
H -1.61518 4.42098 -4.30025 0.48
H -2.42766 4.23625 -2.81322 0.36
H -0.23096 5.61464 -2.69510 0.47
H 0.60282 4.21856 -3.27405 0.44
H 0.99607 4.32329 -1.08914 0.20
H -0.76209 5.60593 -0.04398 0.41
H -0.25521 4.14041 0.84360 0.35
H -3.11856 5.72361 0.85039 0.53
H -5.29231 4.49261 1.07755 0.45
H -5.51775 2.05607 0.22116 0.39
H -4.40672 0.29497 -1.00410 0.36
H -3.31892 0.08843 0.31339 -0.96
H -2.46814 -0.72960 -1.55751 -0.02
H -3.40772 -0.21127 -3.51208 0.48
H -1.66253 -0.07380 -3.59883 0.26
H -3.40911 2.47112 -3.23269 0.31
H -2.84779 1.85442 -4.79005 0.50
H -0.82562 2.37564 -4.40653 0.22
Cl 1.43464 -1.19082 -4.12101 -0.18
C 2.62580 -2.46420 -4.08602 0.37
C 3.08150 -2.73348 -5.32199 -0.57
C 4.05643 -3.78218 -5.46254 -0.54
C 4.72520 -4.25873 -4.33278 -0.63
C 4.24063 -3.90012 -3.09374 0.40
Cl 4.89295 -4.75325 -1.77634 -0.22
C 3.14279 -3.04074 -2.86329 -0.35
S 2.45830 -2.97484 -1.29684 -0.26
H 2.69908 -2.21660 -6.18751 0.37
H 4.38038 -4.03791 -6.49129 0.27
H 5.67172 -4.73450 -4.37065 0.38
C -3.00944 -0.83543 2.90898 -0.99
C -3.30004 -2.05776 2.20613 0.58
C -3.35298 -3.40027 2.66368 -0.85
C -3.83694 -4.15923 1.63491 -0.93
C -3.75906 -3.29404 0.45315 0.44
C -3.82440 -3.73438 -0.97986 -1.00
N -3.52333 -2.03632 0.84140 -0.09
H -3.22547 -0.97039 3.99310 0.33
H -3.53809 -0.03471 2.42334 0.32
H -1.98265 -0.49742 2.82969 -0.03
H -3.09824 -3.74372 3.62742 0.47
H -3.89905 -5.26920 1.56360 0.24
H -3.99381 -4.79499 -0.94466 0.39
H -2.78059 -3.61830 -1.41225 0.11
H -4.62274 -3.17695 -1.48762 0.17
O 1.98461 1.23685 -1.10599 -1.06
C 1.84300 0.66654 0.00484 0.08
N 2.81317 0.08854 0.68742 0.43
C 2.39510 -0.42072 2.04308 2.25
C 0.87639 -0.21374 1.78906 -0.47
O 0.06231 -0.57058 2.61680 -0.71
N 0.61143 0.49264 0.61860 -0.36
C 2.81831 -1.85006 2.35440 -0.27
C 3.96186 -2.42635 1.78959 0.22
C 4.48624 -3.57314 2.29775 -0.68
C 3.80752 -4.27822 3.27050 -0.33
C 2.57766 -3.83405 3.73668 -0.88
C 2.14761 -2.55019 3.36671 -0.17
C 2.90077 0.57244 3.09869 -0.16
C 2.06742 0.64906 4.26367 -0.12
C 2.05355 1.81800 5.03519 -0.92
C 2.81870 2.91515 4.62653 -0.37
C 3.69126 2.83960 3.56167 -0.84
C 3.75741 1.61887 2.86036 0.01
H 3.77764 0.04533 0.37712 0.32
H 4.53822 -1.87938 1.00330 0.13
H 5.42675 -3.97278 1.92321 0.39
H 4.24552 -5.28720 3.58280 0.23
H 1.94768 -4.41229 4.43877 0.39
H 1.34275 -2.12585 3.93677 0.13
H 1.35224 -0.12046 4.44388 0.09
H 1.45825 1.85403 5.91267 0.46
H 2.68011 3.81902 5.21207 0.37
H 4.33787 3.66322 3.20916 0.37
H 4.46489 1.50826 2.05645 0.32
```

Results
**Frontier orbital gap**: 3.4 eV
**Strongest force on any atom**: 0.080 hartree/bohr
**Highest occupied orbital energy**: -2.2 eV
**ΔE to the lowest compared entry with this formula, charge and spin**: 386.9 kJ/mol
**Charge**: -1
**E_LUMO**: 1.18 eV